The following is a quantum chemistry calculation of a molecular structure, C28H35CaN5P2S at a distorted geometry, from OMol25.

Last column: Löwdin charge in e.
Element x y z (Å)
Ca1 -0.02 1.01 3.59  0.87
C1 -2.09 1.89 -4.59  -0.11
C2 -2.17 0.64 -4.13  -0.13
C3 -1.40 -0.54 -4.61  -0.18
C4 0.03 -0.27 -5.15  -0.20
C5 0.88 0.60 -4.26  -0.12
C6 0.94 1.94 -4.29  -0.11
C7 0.21 2.82 -5.27  -0.19
C8 -1.20 2.38 -5.71  -0.20
C9 2.15 1.00 4.72  -0.35
H1 -2.75 2.68 -4.20  0.10
H2 -2.94 0.40 -3.38  0.09
H3 -1.96 -1.06 -5.41  0.12
H4 -1.32 -1.26 -3.78  0.10
H5 0.54 -1.26 -5.20  0.11
H6 -0.02 0.11 -6.17  0.10
H7 1.52 0.04 -3.57  0.10
H8 1.65 2.46 -3.64  0.10
H9 0.81 2.96 -6.19  0.12
H10 0.12 3.82 -4.81  0.11
H11 -1.69 3.27 -6.13  0.11
H12 -1.13 1.64 -6.52  0.10
H13 1.79 1.59 5.58  -0.06
H14 3.09 1.45 4.35  -0.05
H15 2.37 -0.02 5.05  -0.06
P1 1.57 -0.47 1.79  0.97
P2 -1.45 -0.89 1.84  0.99
N1 2.56 0.85 1.18  -0.26
N2 2.81 -1.68 2.16  -0.23
N3 -2.31 0.41 0.89  -0.23
N4 -2.86 -1.92 2.07  -0.26
C10 0.84 -1.07 0.19  -0.36
C11 -0.55 -1.73 0.45  -0.37
C12 2.52 2.20 1.57  -0.16
C13 3.48 2.89 0.85  -0.08
C14 4.13 1.95 -0.02  -0.08
C15 3.54 0.71 0.20  -0.14
C16 3.74 -1.60 3.21  -0.11
C17 4.45 -2.80 3.27  -0.07
C18 3.93 -3.65 2.23  -0.09
C19 2.91 -2.96 1.61  -0.15
C20 -2.44 1.74 1.33  -0.16
C21 -2.73 2.55 0.23  -0.08
C22 -2.76 1.71 -0.93  -0.06
C23 -2.55 0.42 -0.48  -0.16
C24 -3.92 -2.16 1.17  -0.13
C25 -4.85 -2.99 1.78  -0.08
C26 -4.37 -3.28 3.10  -0.09
C27 -3.15 -2.64 3.24  -0.16
H16 1.51 -1.78 -0.32  0.07
H17 0.75 -0.22 -0.53  0.09
H18 -1.17 -1.72 -0.46  0.06
H19 -0.42 -2.79 0.73  0.09
H20 1.87 2.53 2.38  0.07
H21 3.70 3.94 0.92  0.10
H22 4.93 2.15 -0.71  0.09
H23 3.72 -0.25 -0.23  0.11
H24 3.77 -0.74 3.85  0.07
H25 5.25 -3.05 3.96  0.10
H26 4.26 -4.65 2.00  0.09
H27 2.22 -3.27 0.84  0.09
H28 -2.40 1.99 2.39  0.09
H29 -2.89 3.62 0.22  0.10
H30 -2.89 2.01 -1.97  0.07
H31 -2.54 -0.51 -1.03  0.08
H32 -3.90 -1.71 0.19  0.08
H33 -5.78 -3.34 1.34  0.09
H34 -4.86 -3.87 3.85  0.10
H35 -2.46 -2.56 4.07  0.07
S1 -1.87 -0.02 5.32  0.39
C28 -0.73 0.12 6.52  -0.95
N5 -0.02 0.24 7.46  0.04

For the energy above the lowest of the compared OMol25 structures with the same formula, charge and spin, the calculation gives 0.0 kcal per mole. The value obtained for the HOMO-LUMO gap is 6.785 eV. The value obtained for the LUMO energy is -0.722 eV. The total energy comes out at -84903.220 eV. As for the spin multiplicity: 1.


The following is a quantum chemistry calculation of a molecular structure, C28H35F3N4P2Pb at a distorted geometry, from OMol25.

Last column: Löwdin charge in e.
Element x y z (Å)
Pb1 1.58 -1.03 3.64  1.08
C1 5.36 -1.40 -1.11  -0.09
C2 4.51 -0.46 -0.71  -0.10
C3 3.03 -0.38 -1.00  -0.21
C4 2.17 -1.42 -0.24  -0.19
C5 2.11 -2.82 -0.83  -0.12
C6 2.86 -3.37 -1.76  -0.10
C7 3.78 -2.68 -2.74  -0.19
C8 5.20 -2.39 -2.22  -0.18
C9 2.39 -3.10 3.80  -0.39
H1 6.34 -1.44 -0.61  0.12
H2 4.90 0.40 -0.12  0.11
H3 2.78 -0.41 -2.06  0.09
H4 2.75 0.63 -0.67  0.07
H5 2.53 -1.45 0.81  0.08
H6 1.13 -1.04 -0.14  0.07
H7 1.42 -3.45 -0.26  0.09
H8 2.86 -4.46 -1.83  0.11
H9 3.31 -1.78 -3.14  0.10
H10 3.88 -3.38 -3.58  0.12
H11 5.71 -3.33 -1.98  0.12
H12 5.77 -1.96 -3.05  0.12
H13 3.12 -3.15 4.62  0.00
H14 2.86 -3.44 2.87  0.01
H15 1.51 -3.73 4.06  -0.03
P1 -2.39 -0.61 0.51  1.14
P2 -0.74 2.51 0.84  1.13
N1 -2.87 -1.71 -0.85  -0.20
N2 -4.02 -0.67 1.24  -0.28
N3 -0.24 2.59 -0.89  -0.28
N4 -0.68 4.28 1.02  -0.20
C10 -2.72 0.95 -0.46  -0.39
C11 -2.52 2.22 0.40  -0.38
C12 -2.26 -2.95 -1.05  0.01
C13 -2.87 -3.61 -2.12  0.04
C14 -3.93 -2.76 -2.58  0.04
C15 -3.89 -1.60 -1.80  -0.01
C16 -4.21 -1.03 2.58  -0.13
C17 -5.59 -1.06 2.85  -0.05
C18 -6.26 -0.70 1.64  -0.05
C19 -5.29 -0.43 0.68  -0.15
C20 0.69 1.64 -1.30  -0.17
C21 0.97 1.80 -2.66  -0.04
C22 0.08 2.83 -3.13  -0.04
C23 -0.71 3.22 -2.05  -0.17
C24 -0.93 5.36 0.16  0.03
C25 -0.95 6.55 0.89  0.04
C26 -0.67 6.20 2.26  0.04
C27 -0.50 4.82 2.31  0.01
H16 -3.74 0.93 -0.86  0.06
H17 -2.03 0.92 -1.32  0.08
H18 -2.90 3.10 -0.14  0.09
H19 -3.06 2.14 1.35  0.08
H20 -1.42 -3.24 -0.43  0.13
H21 -2.60 -4.57 -2.53  0.13
H22 -4.63 -2.95 -3.39  0.13
H23 -4.51 -0.72 -1.88  0.12
H24 -3.37 -1.22 3.21  0.10
H25 -6.05 -1.31 3.78  0.10
H26 -7.33 -0.65 1.47  0.11
H27 -5.41 -0.07 -0.32  0.08
H28 1.02 0.92 -0.57  0.05
H29 1.72 1.27 -3.22  0.10
H30 0.04 3.23 -4.14  0.11
H31 -1.55 3.90 -2.04  0.09
H32 -1.04 5.25 -0.90  0.11
H33 -1.15 7.53 0.50  0.14
H34 -0.62 6.89 3.09  0.13
H35 -0.26 4.17 3.13  0.14
F1 4.54 -0.39 2.48  -0.02
C28 3.99 -0.71 3.72  -0.67
F2 4.83 -1.66 4.24  0.03
F3 4.18 0.42 4.49  -0.03

The value obtained for the HOMO-LUMO gap (spin up / spin down) is 3.269 / 3.036 eV. The value obtained for the LUMO energy (spin up / spin down) is -9.309 / -9.542 eV. The total energy comes out at -67519.293 eV. As for the spin multiplicity: 1. Its total charge is +2.


The following is a quantum chemistry calculation of a molecular structure, C28H35F3N4P2V at a distorted geometry, from OMol25.

Last column: Löwdin spin population.
Element x y z (Å)
V1 3.63 -1.17 3.70  3.34
C1 3.11 -4.21 -0.04  0.00
C2 3.00 -2.88 0.00  0.00
C3 1.76 -2.09 -0.14  0.00
C4 0.97 -1.72 1.14  0.01
C5 0.32 -2.88 1.88  0.00
C6 0.30 -4.19 1.56  0.00
C7 0.57 -4.79 0.22  0.00
C8 2.03 -5.24 -0.06  0.00
C9 2.78 -3.30 4.18  -0.25
H1 4.13 -4.59 0.00  0.00
H2 3.80 -2.25 0.46  0.00
H3 1.16 -2.64 -0.88  0.00
H4 2.12 -1.16 -0.61  0.00
H5 1.62 -1.03 1.77  0.01
H6 0.10 -1.09 0.85  0.00
H7 0.18 -2.59 2.93  0.00
H8 0.07 -4.96 2.33  0.00
H9 0.22 -4.08 -0.54  0.00
H10 -0.07 -5.69 0.15  0.00
H11 2.37 -6.00 0.68  0.00
H12 2.04 -5.74 -1.05  0.00
H13 3.25 -4.25 3.75  -0.01
H14 1.74 -3.68 4.17  -0.02
H15 3.30 -3.08 5.17  -0.01
P1 -2.02 1.62 0.78  0.00
P2 0.72 2.06 -1.21  0.00
N1 -3.54 0.70 0.57  0.00
N2 -2.89 3.28 1.38  0.00
N3 0.28 1.02 -2.60  0.00
N4 1.64 3.33 -2.16  0.00
C10 -2.14 2.27 -0.97  0.00
C11 -0.88 3.02 -1.43  0.00
C12 -3.52 -0.67 0.89  0.00
C13 -4.78 -1.21 0.65  0.00
C14 -5.61 -0.15 0.16  0.00
C15 -4.82 1.00 0.09  0.00
C16 -2.51 3.79 2.62  0.00
C17 -3.34 4.86 2.97  0.00
C18 -4.28 5.01 1.91  0.00
C19 -3.96 4.07 0.94  0.00
C20 0.58 -0.34 -2.51  0.00
C21 0.21 -0.98 -3.67  0.00
C22 -0.38 0.00 -4.52  0.00
C23 -0.38 1.21 -3.82  0.00
C24 1.58 3.78 -3.48  0.00
C25 2.36 4.93 -3.61  0.00
C26 2.87 5.23 -2.31  0.00
C27 2.39 4.26 -1.44  0.00
H16 -2.96 3.01 -0.93  0.00
H17 -2.44 1.49 -1.70  0.00
H18 -1.01 3.33 -2.49  0.00
H19 -0.78 3.93 -0.81  0.00
H20 -2.62 -1.12 1.26  0.00
H21 -5.09 -2.23 0.82  0.00
H22 -6.67 -0.19 -0.08  0.00
H23 -5.07 2.00 -0.24  0.00
H24 -1.66 3.37 3.14  0.00
H25 -3.29 5.44 3.87  0.00
H26 -5.12 5.70 1.85  0.00
H27 -4.39 3.93 -0.06  0.00
H28 1.05 -0.71 -1.62  0.00
H29 0.36 -2.03 -3.90  0.00
H30 -0.75 -0.12 -5.53  0.00
H31 -0.80 2.17 -4.10  0.00
H32 0.98 3.26 -4.22  0.00
H33 2.54 5.47 -4.53  0.00
H34 3.53 6.05 -2.05  0.00
H35 2.49 4.16 -0.36  0.00
F1 5.55 -2.95 1.80  -0.02
C28 4.65 -3.01 2.82  -0.06
F2 3.95 -4.22 2.31  0.00
F3 5.47 -3.53 3.89  0.01

The value obtained for the HOMO-LUMO gap (spin up / spin down) is 6.372 / 6.178 eV. The value obtained for the LUMO energy (spin up / spin down) is -1.782 / -1.888 eV. The total energy comes out at -87971.072 eV. As for the spin multiplicity: 4.


The following is a quantum chemistry calculation of a molecular structure, C28H35N5O3PPtS, from OMol25.

Last column: Löwdin charge in e.
Element x y z (Å)
Pt1 1.33 -1.67 -0.20  1.13
C1 -0.79 -2.86 1.27  -0.16
C2 0.40 -3.10 2.22  -0.14
N1 1.72 -2.90 1.54  -0.12
C3 2.39 -4.18 1.15  -0.14
C4 3.04 -4.18 -0.24  -0.17
N2 2.19 -3.58 -1.27  -0.14
C5 0.99 -4.32 -1.70  -0.16
C6 -0.15 -4.22 -0.70  -0.13
N3 -0.35 -2.83 -0.15  -0.18
H1 -1.24 -1.89 1.48  0.10
H2 -1.56 -3.62 1.41  0.14
H3 0.37 -4.10 2.66  0.13
H4 0.34 -2.39 3.04  0.13
H5 2.33 -2.39 2.17  0.13
H6 1.66 -4.98 1.23  0.11
H7 3.17 -4.41 1.88  0.14
H8 3.30 -5.22 -0.47  0.14
H9 3.96 -3.60 -0.22  0.12
H10 2.75 -3.37 -2.09  0.12
H11 1.20 -5.38 -1.88  0.14
H12 0.68 -3.89 -2.66  0.13
H13 0.01 -4.88 0.15  0.11
H14 -1.08 -4.55 -1.17  0.14
H15 -1.09 -2.38 -0.69  0.11
O1 1.58 1.53 -2.15  -0.20
S1 0.27 1.06 -1.93  0.68
O2 -0.01 -0.35 -2.07  -0.30
O3 -0.10 1.38 -0.34  -0.36
C7 -0.98 2.09 -2.60  -0.27
C8 -0.98 2.47 -3.93  0.00
C9 -2.06 3.22 -4.38  0.01
C10 -3.11 3.53 -3.52  0.00
C11 -3.09 3.14 -2.19  -0.01
C12 -2.01 2.41 -1.72  -0.25
P1 -1.61 1.93 -0.05  1.03
C13 -1.48 3.26 1.10  -0.30
C14 -2.64 3.99 1.39  -0.06
C15 -2.57 5.03 2.29  -0.03
C16 -1.36 5.34 2.90  -0.02
C17 -0.22 4.61 2.62  -0.04
C18 -0.27 3.56 1.71  -0.05
C19 -2.63 0.62 0.54  -0.29
C20 -2.95 0.54 1.89  -0.05
C21 -3.78 -0.48 2.34  -0.04
C22 -4.30 -1.40 1.43  -0.03
C23 -3.98 -1.32 0.08  -0.05
C24 -3.16 -0.31 -0.38  -0.07
H16 -0.16 2.21 -4.59  0.14
H17 -2.09 3.56 -5.41  0.14
H18 -3.95 4.11 -3.89  0.13
H19 -3.90 3.42 -1.53  0.12
H20 -3.59 3.74 0.92  0.12
H21 -3.46 5.61 2.52  0.13
H22 -1.32 6.16 3.61  0.13
H23 0.72 4.86 3.10  0.12
H24 0.62 3.00 1.47  0.10
H25 -2.57 1.27 2.59  0.12
H26 -4.05 -0.54 3.39  0.13
H27 -4.97 -2.17 1.78  0.13
H28 -4.42 -2.02 -0.62  0.12
H29 -2.95 -0.22 -1.44  0.12
C25 4.92 2.43 0.53  0.03
N4 4.35 1.19 0.01  -0.09
C26 4.83 0.46 -1.04  -0.01
C27 3.99 -0.60 -1.20  -0.10
N5 3.00 -0.51 -0.25  -0.16
C28 3.24 0.59 0.46  -0.14
H30 5.94 2.53 0.15  0.11
H31 4.96 2.39 1.62  0.10
H32 4.33 3.28 0.21  0.10
H33 5.72 0.74 -1.57  0.15
H34 4.04 -1.39 -1.92  0.11
H35 2.66 0.94 1.30  0.14

For the energy above the lowest of the compared OMol25 structures with the same formula, charge and spin, the calculation gives 0.0 kcal per mole. The value obtained for the HOMO-LUMO gap (spin up / spin down) is 7.436 / 7.519 eV. The value obtained for the LUMO energy (spin up / spin down) is -8.704 / -8.636 eV. The total energy comes out at -66544.023 eV. As for the spin multiplicity: 1. Its total charge is +3.


The following is a quantum chemistry calculation of a molecular structure, C28H35N5P2SSn at a distorted geometry, from OMol25.

Last column: Löwdin charge in e.
Element x y z (Å)
Sn1 0.21 -3.30 -2.04  0.92
C1 -1.17 2.57 -0.88  0.09
C2 -1.51 1.64 -1.80  0.07
C3 -0.88 1.31 -3.11  -0.17
C4 0.40 0.46 -3.12  -0.16
C5 1.68 1.08 -2.58  -0.09
C6 1.88 2.27 -2.00  -0.09
C7 1.00 3.49 -2.04  -0.17
C8 -0.06 3.58 -0.91  -0.12
C9 1.51 -2.60 -0.35  -0.40
H1 -1.83 2.65 -0.01  0.15
H2 -2.42 1.05 -1.58  0.14
H3 -0.68 2.19 -3.72  0.12
H4 -1.65 0.68 -3.60  0.11
H5 0.18 -0.50 -2.61  0.03
H6 0.61 0.21 -4.18  0.11
H7 2.58 0.44 -2.69  0.11
H8 2.83 2.41 -1.45  0.13
H9 0.52 3.62 -3.02  0.11
H10 1.66 4.37 -1.93  0.13
H11 0.40 3.55 0.09  0.15
H12 -0.48 4.58 -1.05  0.15
H13 0.96 -2.59 0.60  -0.05
H14 1.95 -1.61 -0.50  0.00
H15 2.29 -3.36 -0.25  -0.02
P1 1.32 -1.23 -7.65  1.11
P2 -1.97 -0.83 -7.52  1.07
N1 2.73 -0.16 -7.77  -0.29
N2 2.08 -2.49 -8.70  -0.20
N3 -2.11 0.96 -7.51  -0.26
N4 -3.59 -1.14 -8.18  -0.28
C10 0.38 -0.38 -9.02  -0.41
C11 -1.03 -0.94 -9.17  -0.39
C12 3.48 0.31 -6.68  -0.14
C13 4.49 1.14 -7.16  -0.07
C14 4.37 1.19 -8.59  -0.05
C15 3.27 0.40 -8.93  -0.15
C16 2.31 -3.80 -8.30  0.00
C17 2.78 -4.54 -9.39  0.03
C18 2.83 -3.66 -10.51  0.04
C19 2.41 -2.41 -10.06  0.00
C20 -1.83 1.75 -6.39  -0.16
C21 -1.88 3.10 -6.74  -0.08
C22 -2.18 3.15 -8.14  -0.06
C23 -2.30 1.84 -8.59  -0.15
C24 -4.43 -0.44 -9.07  -0.13
C25 -5.57 -1.19 -9.32  -0.07
C26 -5.44 -2.42 -8.59  -0.08
C27 -4.23 -2.37 -7.91  -0.17
H16 0.87 -0.41 -10.00  0.06
H17 0.32 0.68 -8.75  0.09
H18 -1.59 -0.46 -10.00  0.09
H19 -0.99 -2.01 -9.42  0.07
H20 3.21 0.02 -5.68  0.09
H21 5.24 1.65 -6.57  0.11
H22 4.99 1.72 -9.29  0.11
H23 2.84 0.23 -9.90  0.08
H24 2.12 -4.09 -7.27  0.14
H25 3.06 -5.59 -9.39  0.13
H26 3.12 -3.89 -11.53  0.13
H27 2.30 -1.50 -10.62  0.11
H28 -1.66 1.27 -5.44  0.05
H29 -1.71 3.95 -6.08  0.09
H30 -2.30 4.04 -8.75  0.11
H31 -2.51 1.47 -9.58  0.09
H32 -4.16 0.53 -9.44  0.08
H33 -6.41 -0.89 -9.94  0.11
H34 -6.15 -3.23 -8.56  0.10
H35 -3.73 -3.08 -7.27  0.09
S1 -1.46 -2.01 -0.56  0.39
C28 -0.84 -1.44 0.93  -0.78
N5 -0.44 -1.04 1.98  0.10

For the energy above the lowest of the compared OMol25 structures with the same formula, charge and spin, the calculation gives 16.2 kcal per mole. The value obtained for the HOMO-LUMO gap (spin up / spin down) is 2.527 / 3.084 eV. The value obtained for the LUMO energy (spin up / spin down) is -9.787 / -9.230 eV. The total energy comes out at -72276.414 eV. As for the spin multiplicity: 1. Its total charge is +2.


The following is a quantum chemistry calculation of a molecular structure, C28H36Cl2IrN4S2 at a distorted geometry, from OMol25.

Last column: Löwdin charge in e.
Element x y z (Å)
Ir1 0.04 0.10 -0.03  0.92
C1 1.10 1.28 3.18  -0.02
C2 1.03 2.26 2.01  -0.37
C3 -0.06 1.77 1.07  -0.44
C4 2.34 2.44 1.27  -0.15
C5 3.07 3.61 1.40  -0.03
C6 4.26 3.78 0.70  -0.05
C7 4.69 2.79 -0.16  -0.03
C8 3.98 1.61 -0.34  -0.14
C9 4.46 0.59 -1.37  -0.38
C10 5.81 -0.01 -0.98  -0.05
C11 4.53 1.22 -2.76  -0.06
C12 2.81 1.43 0.41  -0.15
N1 2.05 0.21 0.34  -0.10
C13 2.61 -0.92 0.63  -0.09
C14 1.84 -2.06 0.58  -0.34
C15 2.20 -3.37 0.82  0.00
C16 1.07 -4.13 0.58  -0.02
C17 0.06 -3.26 0.19  -0.23
N2 0.52 -1.96 0.18  -0.04
C18 -1.33 -3.70 -0.18  -0.54
C19 -1.61 -3.28 -1.63  -0.06
C20 -2.33 -3.13 0.83  -0.05
C21 -1.46 -5.22 -0.12  -0.06
H1 0.14 1.19 3.68  0.09
H2 1.83 1.65 3.90  0.10
H3 1.42 0.29 2.86  0.07
H4 0.73 3.24 2.40  0.11
H5 0.15 1.21 -1.12  -0.01
H6 -0.54 4.31 -0.35  0.03
H7 -0.98 1.50 1.61  0.02
H8 2.71 4.39 2.07  0.12
H9 4.83 4.68 0.82  0.11
H10 5.60 2.94 -0.73  0.12
H11 3.73 -0.22 -1.42  0.12
H12 6.59 0.75 -0.97  0.08
H13 6.10 -0.78 -1.69  0.09
H14 5.78 -0.46 0.02  0.07
H15 5.28 2.01 -2.81  0.08
H16 3.57 1.65 -3.05  0.08
H17 4.80 0.46 -3.50  0.08
H18 3.65 -0.95 0.92  0.15
H19 3.17 -3.72 1.14  0.12
H20 0.99 -5.20 0.67  0.11
H21 -1.34 -2.24 -1.80  0.02
H22 -2.67 -3.43 -1.86  0.09
H23 -1.02 -3.89 -2.31  0.09
H24 -2.20 -2.07 1.02  0.00
H25 -2.20 -3.63 1.79  0.09
H26 -3.36 -3.29 0.50  0.09
H27 -0.76 -5.71 -0.80  0.09
H28 -2.47 -5.51 -0.41  0.09
H29 -1.28 -5.60 0.89  0.09
Cl1 -1.15 3.39 0.34  0.86
C22 -1.67 4.36 2.00  -0.16
C23 -2.98 4.55 1.90  -0.27
C24 -4.24 4.48 1.09  -0.08
C25 -4.88 4.05 -0.02  -0.13
C26 -4.79 3.29 -1.31  -0.71
Cl2 -6.10 3.90 -2.35  0.64
C27 -4.15 2.34 -2.01  -0.40
S1 -2.29 0.09 -0.32  0.28
H30 -3.21 5.05 2.85  0.10
H31 -4.96 5.07 1.65  0.09
H32 -5.88 4.46 0.00  0.06
N3 -2.88 -0.28 -3.29  0.17
C28 -2.45 0.94 -3.15  -0.61
N4 -1.91 1.63 -4.12  0.18
S2 -2.58 1.76 -1.53  0.57
H33 -2.95 -0.74 -4.19  0.15
H34 -3.21 -0.77 -2.46  0.07
H35 -1.95 1.32 -5.08  0.14
H36 -1.71 2.61 -3.95  0.13

For the energy above the lowest of the compared OMol25 structures with the same formula, charge and spin, the calculation gives 279.7 kcal per mole. The value obtained for the HOMO-LUMO gap is 6.863 eV. The value obtained for the LUMO energy is -3.354 eV. The total energy comes out at -85119.050 eV. As for the spin multiplicity: 1. Its total charge is +1.